Density functional theory data (the ωB97M-V functional and the def2-TZVPD basis) for a 2-piece molecular cluster, C3H11N3 overall in a non-equilibrium geometry.

Each atom is followed by the atoms it is bonded to, with distances in Å.
CARTESIAN COORDINATES (ANGSTROEM)
1 C -1.831 -1.086 0.042  H7 1.067, H8 1.048, H9 1.115
2 C -0.875 1.673 0.292  N5 1.518, H10 1.098, H11 1.157, H12 1.101
3 C 1.547 -1.155 0.501  N6 1.426, H13 1.073, H14 1.147, H15 1.083
4 N 1.217 0.353 -1.242  N6 1.439, H16 0.987, H17 0.994
5 N -0.107 0.458 0.781  C2 1.518, N6 1.291
6 N 0.959 0.096 0.150  C3 1.426, N4 1.439, N5 1.291
7 H -1.148 -1.810 0.426  C1 1.067
8 H -2.813 -0.904 0.361  C1 1.048
9 H -1.709 -0.987 -1.062  C1 1.115
10 H -0.088 2.435 0.367  C2 1.098
11 H -1.403 1.665 -0.737  C2 1.157
12 H -1.731 1.883 0.951  C2 1.101
13 H 2.583 -1.080 0.230  C3 1.073
14 H 1.501 -1.218 1.645  C3 1.147
15 H 1.025 -1.964 0.006  C3 1.083
16 H 0.675 1.169 -1.363  N4 0.987
17 H 2.199 0.471 -1.349  N4 0.994

As for the total charge: 0. The HOMO-LUMO gap (spin up / spin down) comes out at 8.3 / 7.5 eV. The energy above the lowest of the compared OMol25 structures with the same formula, charge and spin comes out at 143.26 kcal per mole. As for the total energy: -284.949519 hartree.